1.
Formula: C21H63AgB2F3N5O9SV
Source: OMol25
Level of theory: wB97M-V/def2-TZVPD

Structure (XYZ):
```
106
Properties=species:S:1:pos:R:3:forces:R:3
Ag -16.6456 3.6524 -7.0538 0.081 0.301 0.360
V -15.4750 5.4025 -2.8550 1.425 4.201 2.289
S -14.1483 6.1607 -5.9935 -0.646 0.817 -0.244
F -12.8105 3.9702 -5.3710 -0.099 -0.107 -0.234
F -12.1685 4.9102 -7.1997 0.303 0.224 -0.044
F -11.6530 5.7644 -5.2363 0.194 0.177 -0.448
O -17.3692 1.3451 -7.1606 0.147 -0.572 -0.076
O -15.0514 5.3473 -6.7818 0.285 -0.222 -0.448
O -20.1423 0.0832 -1.8789 -0.132 -0.282 0.246
O -20.1022 6.0545 -3.4793 -0.103 0.361 -0.537
O -10.1238 5.5436 -1.4663 -0.128 0.170 0.238
O -15.0548 6.7487 -2.0618 -0.327 -2.615 -1.281
O -13.8083 7.4280 -6.5784 0.237 -0.603 0.332
O -12.8285 -0.2625 -4.2462 -0.136 0.065 0.099
O -14.5622 6.2422 -4.5921 0.584 -0.031 -0.015
N -13.5065 4.3868 -2.4127 0.623 -1.171 0.243
N -16.5501 1.0124 -1.5690 -0.404 0.270 -0.224
N -15.6745 2.6583 -9.0333 0.310 -0.238 0.162
N -17.2830 6.8089 -3.5386 -1.258 -1.575 -0.429
N -13.7491 1.6643 -1.2252 0.033 -0.406 0.176
C -8.8176 5.2511 -1.9015 -0.245 -0.587 0.121
C -15.3319 1.3540 -8.4340 0.416 -0.839 0.175
C -12.4762 5.1462 -1.6787 -0.028 1.480 0.595
C -12.8036 5.2908 -0.1990 -0.404 -0.470 0.224
C -13.3735 0.7295 -3.3987 0.255 0.692 -0.142
C -20.4182 -0.5792 -3.0638 0.326 0.409 -2.047
C -17.8020 -0.4911 -0.1197 0.112 0.288 -0.082
C -12.8878 0.7096 -1.9375 -0.722 -1.175 -0.301
C -17.7107 0.1126 -1.5109 0.251 0.131 0.058
C -19.6542 7.3586 -3.1738 0.352 -0.040 1.304
C -11.4931 -0.0117 -4.5956 0.599 0.109 0.276
C -18.2527 7.3560 -2.5454 0.346 1.001 -0.775
C -18.9617 0.8950 -1.8962 -1.037 -0.650 0.612
C -18.5692 0.7351 -6.7340 -0.294 0.152 1.171
C -11.0747 4.6258 -1.9295 0.018 -0.530 -0.909
C -12.5874 5.1641 -5.9686 -0.556 -0.129 0.700
C -13.0866 -0.7086 -1.3924 0.355 -0.162 0.643
C -17.8058 8.7666 -2.1986 0.251 0.148 1.170
C -20.4362 5.2893 -2.3342 0.421 -0.422 -0.225
C -14.3671 1.5292 -7.2614 -0.409 0.118 0.243
C -16.5903 0.5698 -8.0533 -0.208 1.019 -1.212
B -16.2897 3.7533 -4.3240 -0.473 -0.604 -1.252
B -16.4775 4.6457 -0.6482 0.136 -0.183 0.919
H -15.9808 5.3217 0.1829 0.137 0.408 0.338
H -13.6589 5.9490 -0.0527 0.100 0.106 -0.087
H -17.1674 7.4813 -4.2961 0.569 0.241 0.317
H -17.9186 9.5258 -2.9748 -0.075 -0.296 -0.297
H -19.2403 1.5298 -6.4060 -0.018 0.064 -0.225
H -18.6366 -1.1872 -0.0625 0.032 0.004 0.140
H -14.8898 1.8567 -6.3573 0.019 0.107 -0.043
H -19.1986 1.6097 -1.1056 0.461 0.326 -0.094
H -16.8584 -0.9929 0.0978 -0.098 -0.165 0.034
H -17.5339 -0.7289 -2.1912 -0.057 0.244 -0.252
H -14.4598 0.6285 -3.4202 0.017 -0.231 0.032
H -16.7590 8.7319 -1.8901 0.064 -0.007 -0.250
H -10.9062 3.6145 -1.5241 -0.059 0.081 0.312
H -12.4795 6.1776 -2.0480 0.028 -0.128 -0.312
H -16.7961 4.6152 -4.9778 -0.252 0.542 -0.301
H -13.9033 0.5780 -7.0021 0.117 0.004 -0.100
H -14.7186 1.3052 -1.3567 0.570 0.390 -0.126
H -8.7704 5.1953 -2.9953 0.098 0.327 -0.019
H -13.6021 2.2740 -7.4849 0.098 -0.118 -0.025
H -16.5070 2.6911 -4.8085 -0.152 -0.722 0.150
H -18.8811 1.4195 -2.8546 0.185 -0.036 -0.045
H -13.1061 4.3435 0.2594 0.195 -0.110 -0.122
H -15.6585 4.0356 -1.2133 1.266 -1.046 -0.497
H -18.3166 9.1501 -1.3103 -0.248 -0.094 -0.128
H -11.3435 0.9211 -5.1572 -0.366 -0.079 -0.221
H -13.4999 3.4409 -1.9385 -0.929 0.657 -0.102
H -11.1383 -0.8649 -5.1698 -0.021 0.074 -0.111
H -17.9185 0.3021 0.6238 -0.164 -0.048 0.026
H -12.6072 -0.8776 -0.4210 0.184 0.353 -0.050
H -19.5973 7.9999 -4.0547 -0.340 -0.355 -0.310
H -16.5939 3.8540 -3.2153 -1.474 -0.436 1.376
H -12.6743 -1.4738 -2.0510 -0.277 0.006 -0.140
H -15.1472 3.9141 -4.2391 1.522 0.033 -0.517
H -19.5409 5.0766 -1.7422 -0.108 -0.030 0.139
H -14.7860 3.1064 -9.2409 -0.150 0.307 0.092
H -16.9498 5.2776 -1.5050 -1.086 0.981 -0.910
H -21.1979 5.7503 -1.6985 0.001 0.209 -0.134
H -18.3822 0.1472 -5.8285 0.076 -0.250 -0.178
H -21.3672 -1.1112 -3.0906 0.022 -0.053 0.756
H -17.2702 3.8847 -0.1992 -0.561 -0.463 -0.064
H -14.1460 -0.8632 -1.1755 -0.078 -0.187 -0.484
H -16.5872 1.5095 -2.4546 0.173 -0.045 -0.328
H -20.5066 0.1396 -3.9043 -0.068 0.148 0.223
H -20.3528 7.8057 -2.4550 -0.017 0.193 -0.078
H -8.5008 4.2629 -1.5391 0.050 0.065 0.123
H -13.1446 1.7185 -3.8231 -0.069 0.051 -0.022
H -10.9595 4.5133 -3.0224 0.042 0.020 -0.002
H -10.8362 0.1014 -3.7230 -0.116 -0.234 0.093
H -16.1111 2.5170 -9.9393 -0.237 0.048 0.118
H -13.6408 1.5032 -0.2248 0.355 0.332 0.008
H -14.8200 0.7135 -9.1652 -0.064 0.079 -0.097
H -18.2118 6.7217 -1.6652 0.003 0.070 0.048
H -16.3300 -0.4408 -7.7326 -0.098 0.097 0.490
H -13.0791 4.1187 -3.2983 -0.227 0.396 -0.251
H -19.6334 -1.2518 -3.4429 0.066 -0.217 0.589
H -19.0868 0.1129 -7.4661 0.306 0.108 -0.320
H -8.1647 6.0105 -1.4833 0.085 0.058 -0.198
H -20.8132 4.3448 -2.7246 -0.081 0.004 0.129
H -17.8632 6.1094 -4.0173 0.333 -0.238 0.041
H -16.6949 1.7918 -0.9239 -0.065 -0.102 0.264
H -11.9406 5.6752 0.3420 0.010 0.083 -0.066
H -11.8251 0.9621 -1.9115 -0.081 0.350 0.228
H -17.1806 0.4965 -8.9792 0.000 -0.397 0.007
```
Forces are in eV/Å.

Its relative energy (zero: lowest compared OMol25 entry of this formula, charge and spin) is 0.000 eV. The calculation puts the LUMO energy (alpha / beta) at -0.15 / -0.14 eV. For the HOMO energy (alpha / beta), the calculation gives -8.74 / -9.07 eV. The value obtained for the gap between HOMO and LUMO (alpha / beta) is 0.3157 / 0.3283 hartree. Its multiplicity is 2. Its charge is 0.

Here are the Mulliken charges for atoms 1 to 6, given in e:
1. Ag 0.158
2. V 0.956
3. S 1.000
4. F -0.333
5. F -0.231
6. F -0.245

2.
Formula: C12H33AsF8N4NiO7S2
Source: OMol25
Level of theory: wB97M-V/def2-TZVPD

Structure (XYZ):
```
68
Properties=species:S:1:pos:R:3:forces:R:3
As -0.1956 -4.2217 0.3328 0.901 -2.146 0.131
Ni 0.7845 -0.2279 0.1892 -1.119 -0.971 -0.076
S 2.3652 2.2237 -1.1730 1.507 1.569 -3.226
S 1.0171 3.0575 0.4678 0.904 2.512 -1.994
F 0.8073 2.4797 1.9737 0.554 -0.254 1.056
F -0.2382 -6.0045 0.0385 -0.945 1.938 -0.125
F -1.6536 -3.7665 -0.7337 2.529 -0.533 1.422
F 1.1579 -4.6857 1.4428 -1.164 1.229 -0.703
F -1.3582 -4.4059 1.7269 1.495 0.783 -1.879
F 0.2200 -2.4599 0.6175 -1.145 -1.704 0.014
F 2.5433 0.8056 -1.9558 0.909 -0.791 -0.681
F 1.0352 -4.1913 -1.0314 -1.879 0.510 1.273
O 1.9069 4.2224 0.6938 -1.066 -0.688 1.925
O -2.2591 1.4894 -2.0854 -0.153 -0.118 -1.388
O -2.7068 1.9538 2.7545 -0.637 -1.785 -1.225
O 1.6482 2.9221 -2.1864 -0.542 0.825 -2.075
O -0.3952 3.2454 0.1727 -0.666 0.150 0.047
O 2.4755 -1.4365 -0.3509 0.213 -1.433 1.356
O 3.7127 2.6112 -0.8899 0.359 -0.478 0.306
N 1.4853 -0.4888 2.1818 -0.433 0.042 0.087
N -0.9955 0.5216 1.0519 -2.088 0.380 0.133
N 1.5023 1.5433 -0.1380 -1.670 -2.051 4.461
N -0.2295 -0.7202 -1.6110 -1.276 0.251 -1.921
C 3.0507 -2.0412 -1.4855 -0.302 0.497 -2.277
C -3.5511 2.8866 3.3130 -0.239 1.441 -0.217
C 3.6123 -0.9836 3.1506 1.644 0.460 1.350
C -0.3562 0.0668 -2.9171 0.521 1.106 -0.208
C -3.2243 1.5406 1.4624 1.310 0.205 0.273
C -1.8141 0.6266 -3.1631 0.846 -0.823 0.537
C -2.4786 0.3107 0.9607 -0.941 0.262 -0.023
C -2.9794 -0.9180 1.6437 -0.165 -1.318 -0.518
C 2.8978 -0.5941 1.9001 0.925 -1.623 -0.255
C -2.2302 2.8438 -2.5160 1.908 0.688 0.061
C 0.3409 -0.5263 -4.1881 -0.931 -1.314 0.509
C 3.1826 -1.7183 0.8590 0.682 1.105 0.093
H 0.2376 0.9707 -2.7811 -0.205 0.266 0.447
H 1.2431 -1.2981 2.7354 -0.423 -0.922 -0.555
H 4.6513 -1.2041 2.9057 0.209 0.094 0.233
H 3.4821 -3.0416 -1.5194 0.285 -0.065 1.636
H -1.1913 -0.6394 -1.3136 -0.348 0.459 0.985
H 4.2415 -1.7544 0.6031 0.328 0.664 0.069
H 3.0876 -2.7003 1.3224 -1.233 -0.341 -0.290
H -2.6623 -0.0484 -3.2775 0.429 -0.874 0.075
H -1.1743 3.1080 -2.5739 0.280 0.253 -0.124
H 3.7384 -1.3179 -1.9235 0.233 -0.112 0.022
H 0.1764 0.0296 -5.1111 0.018 0.580 0.361
H -3.9470 -1.2864 1.3027 -0.396 0.671 -0.295
H -0.8857 0.7471 2.0303 0.522 -0.376 0.581
H -3.1130 -0.7965 2.7186 0.695 -0.228 0.091
H 1.3802 0.1927 2.9198 -0.154 1.105 -0.391
H -4.6076 2.6205 3.3437 -0.147 -0.686 0.321
H -2.5999 3.5741 -1.7962 -0.566 -0.597 0.181
H 3.2709 0.3581 1.5229 -0.104 -0.002 -0.055
H -1.6728 1.0328 -4.1647 -0.439 1.088 0.178
H 2.2899 -2.2401 -2.2402 -0.500 0.642 0.137
H -0.3307 -1.6882 -1.8810 0.912 -0.827 -0.029
H -3.5529 3.7387 2.6333 0.101 0.715 0.258
H -2.8075 0.3645 -0.0771 0.507 -0.661 -0.343
H -3.1879 3.1670 4.3018 -0.044 0.000 -0.098
H -0.0602 -1.5073 -4.4427 -0.296 -0.331 0.132
H 1.4081 -0.7227 -4.0847 0.010 0.533 0.399
H -4.2917 1.3199 1.4490 -0.186 -0.001 0.502
H -2.6136 3.0106 -3.5226 -0.633 -0.240 0.077
H 3.6015 -0.1843 3.8916 0.252 0.559 -0.245
H -2.3706 -1.7499 1.2897 0.471 -0.232 0.908
H -1.0495 1.4778 0.7312 1.184 0.894 -0.843
H 3.2795 -1.7924 3.8012 -0.647 -0.644 -0.842
H -3.0496 2.2991 0.6993 0.040 0.693 0.272
```
Forces are in eV/Å.

The calculation puts the LUMO energy (alpha / beta) at 2.04 / 1.95 eV. For the HOMO energy (alpha / beta), the calculation gives -1.68 / -6.16 eV. The value obtained for the gap between HOMO and LUMO (alpha / beta) is 0.1367 / 0.2979 hartree. Its multiplicity is 4. Its charge is -1.

Here are the natural (NBO) charges for atoms 1 to 6, given in e:
1. As 2.770
2. Ni 1.471
3. S 2.422
4. S 2.146
5. F -0.573
6. F -0.611

3.
Formula: C32H47AuBN9O2
Source: OMol25
Level of theory: wB97M-V/def2-TZVPD

Structure (XYZ):
```
92
Properties=species:S:1:pos:R:3:forces:R:3
Au 1.0098 -0.7633 1.0707 -0.484 0.399 -0.455
O 2.2698 -2.8650 2.6644 -0.355 0.508 -0.388
O 3.9274 -3.0658 1.1030 -0.439 0.675 -0.471
N 0.5072 1.2066 -0.9337 -0.220 -0.256 -0.502
N 7.1299 -3.0103 0.2486 -0.001 -0.006 -0.046
N -0.7970 0.2811 1.6258 0.451 -0.375 0.038
N -0.7308 -1.8050 -0.0089 0.733 -0.346 0.501
N 1.1450 1.3772 0.2529 0.405 -0.133 0.631
N -1.4657 0.7814 0.5470 -0.183 -0.013 -0.287
N 2.8095 -1.0568 0.2769 -1.985 1.343 0.330
N -0.9983 -1.0633 -1.1190 0.320 0.447 -0.317
N 5.4820 0.7070 -1.4125 -0.066 0.282 -0.123
C 2.1503 2.2318 0.0971 -0.001 0.212 -0.269
C 3.8181 -1.7738 0.4195 2.186 -1.881 0.109
C -0.5473 -5.1557 0.6706 -0.149 0.053 0.065
C -2.1079 -2.9687 -1.2779 0.108 0.186 0.271
C -1.4941 -3.9949 0.9953 0.321 -0.057 0.113
C -0.4757 2.8663 -3.6263 0.087 -0.007 0.074
C -2.4562 1.5204 2.3770 0.158 -0.139 -0.128
C 2.9595 2.7652 1.2513 0.186 -0.142 0.168
C -2.0250 -0.3383 4.8856 0.052 0.108 -0.031
C -1.2476 -2.2522 -4.2897 -0.065 -0.017 0.052
C -3.7846 2.0849 -1.2143 -0.048 -0.079 0.157
C -0.9301 0.4423 4.1474 0.058 -0.263 0.034
C 6.2229 -2.3178 0.0746 0.240 -0.238 0.323
C -3.2944 3.8316 0.4998 -0.052 -0.090 0.047
C 5.3029 -0.2779 -0.8411 -0.027 0.093 -0.080
C -3.5563 2.3352 0.2708 0.112 0.213 -0.312
C -2.2851 -1.6014 -3.3588 0.147 0.310 -0.144
C 1.1195 1.9777 -1.8617 0.287 0.153 -0.018
C -1.2590 -3.4482 2.3998 -0.188 0.010 -0.197
C -2.6660 -0.2087 -3.8509 -0.070 -0.107 0.106
C 0.8228 0.7059 -3.9861 0.135 0.160 0.105
C 0.4123 -0.2722 4.2554 -0.114 0.188 -0.124
C 3.1592 -3.4521 2.1045 0.214 -0.222 0.320
C 5.1179 -1.4743 -0.1286 -1.190 -0.141 0.335
C -1.8307 -1.7798 -1.9262 -0.193 -0.491 0.114
C -2.4933 1.5385 0.9910 -0.124 0.004 0.466
C 0.8091 2.0861 -3.3250 -0.253 -0.078 -0.116
C 2.1636 2.6427 -1.2394 0.029 -0.116 0.275
C 3.5230 1.6669 2.1548 -0.048 0.069 -0.110
C -1.3668 0.7246 2.7361 -0.165 0.246 0.149
C -1.4091 -2.9377 -0.0646 -0.258 -0.219 -0.333
C 4.0816 3.6820 0.7649 -0.190 -0.010 0.036
B -0.9032 0.5064 -0.9033 -0.078 0.071 0.001
H -3.4414 0.2228 -3.2209 0.041 0.084 -0.056
H -1.6019 -2.2142 -5.3214 0.021 0.008 0.003
H 4.6689 4.0422 1.6100 -0.039 0.000 0.019
H -1.7696 -0.4424 5.9409 -0.002 -0.002 -0.002
H -4.4894 2.0784 0.7814 0.060 -0.008 0.051
H -4.1004 4.4226 0.0620 0.029 0.017 -0.020
H -2.7537 -3.7594 -1.6244 0.014 0.016 -0.038
H -2.9823 0.1763 4.8100 -0.043 -0.048 0.039
H -0.2880 -1.7407 -4.2351 -0.020 -0.048 -0.041
H 3.9608 2.1050 3.0531 0.009 0.014 -0.024
H 0.4577 0.7684 -5.0124 -0.026 -0.058 -0.004
H -2.1362 -1.3363 4.4616 -0.016 -0.030 -0.011
H 3.4832 -4.4534 2.4271 -0.003 0.079 -0.112
H -1.8803 -2.5673 2.5654 0.017 0.027 0.064
H 2.2715 3.3626 1.8616 -0.056 -0.007 -0.085
H -3.1330 2.0276 3.0442 -0.023 -0.016 -0.007
H 3.6728 4.5483 0.2436 0.069 0.028 -0.044
H 1.6315 2.6689 -3.7472 0.019 -0.027 0.069
H -4.6988 2.5945 -1.5220 -0.011 0.000 0.017
H -3.0674 -0.2896 -4.8623 0.030 -0.005 -0.014
H 0.6557 -0.4469 5.3039 0.041 -0.043 -0.042
H 2.8500 3.3305 -1.7023 -0.027 0.007 -0.030
H 0.3892 -1.2374 3.7468 0.019 -0.102 0.065
H -1.5187 -4.2032 3.1434 0.078 0.023 0.012
H -1.5905 0.9985 -1.7234 0.040 0.016 -0.002
H -0.8360 1.4164 4.6389 0.001 -0.004 -0.063
H 4.2930 1.1046 1.6307 0.059 -0.107 -0.030
H -3.9014 1.0220 -1.4182 0.013 0.008 -0.045
H 2.7413 0.9758 2.4638 0.018 -0.071 0.059
H 1.2063 0.3348 3.8204 0.090 -0.024 0.026
H -1.0896 -3.2952 -4.0168 0.019 -0.012 -0.013
H -1.8143 0.4651 -3.8799 -0.084 -0.038 -0.027
H 1.8361 0.3034 -4.0018 -0.015 -0.053 0.034
H -3.2350 4.0657 1.5615 0.025 0.035 0.007
H -3.1885 -2.2140 -3.4254 0.012 0.013 0.065
H -1.3589 2.3397 -3.2701 0.010 0.088 -0.017
H -0.4451 3.8486 -3.1534 -0.035 0.015 0.009
H -2.5190 -4.3760 0.9479 0.024 0.040 -0.050
H -0.5724 3.0087 -4.7038 -0.032 -0.002 0.002
H -2.3518 4.1230 0.0331 0.004 0.025 -0.019
H 0.4874 -4.8122 0.6893 0.063 -0.016 -0.008
H -0.6649 -5.9535 1.4055 0.049 -0.009 -0.014
H -0.7616 -5.5604 -0.3187 0.064 -0.029 -0.001
H -2.9656 2.4801 -1.8124 -0.043 -0.036 -0.038
H 0.1982 0.0182 -3.4210 0.013 -0.023 -0.058
H -0.2164 -3.1739 2.5347 0.167 0.031 0.107
H 4.7495 3.1446 0.0953 0.074 -0.060 -0.104
```
Forces are in eV/Å.

Its relative energy (zero: lowest compared OMol25 entry of this formula, charge and spin) is 3.660 eV. The calculation puts the LUMO energy (alpha / beta) at -3.01 / -3.03 eV. For the HOMO energy (alpha / beta), the calculation gives -7.34 / -7.29 eV. The value obtained for the gap between HOMO and LUMO (alpha / beta) is 0.1590 / 0.1564 hartree. Its charge is 0.

Here are the Mulliken charges for atoms 1 to 6, given in e:
1. Au 1.783
2. O -0.414
3. O -0.246
4. N 1.743
5. N -0.627
6. N 0.424

4.
Formula: C2H3BrO3S
Source: OMol25
Level of theory: wB97M-V/def2-TZVPD

Structure (XYZ):
```
10
Properties=species:S:1:pos:R:3:forces:R:3
Br 1.6587 -1.7480 -0.4509 1.532 -1.280 0.121
S 0.4637 1.1519 -0.2489 0.830 0.769 0.423
O -0.8440 0.8911 0.7757 1.181 1.417 -0.661
O 0.1353 1.8343 -1.4316 -1.352 0.607 -1.296
O 1.6126 1.7144 0.4099 -0.814 -1.491 0.644
C 0.2279 -0.6494 -0.4893 -3.755 1.305 -2.466
C -0.7100 -0.4934 0.7703 -2.335 -3.189 -0.416
H -1.7375 -1.0405 0.8352 1.343 1.217 -1.273
H -0.4600 -0.7297 -1.8532 1.952 0.325 4.476
H -0.3466 -0.9306 1.6827 1.418 0.320 0.448
```
Forces are in eV/Å.

Its relative energy (zero: lowest compared OMol25 entry of this formula, charge and spin) is 2.466 eV. The calculation puts the LUMO energy at -0.08 eV. For the HOMO energy, the calculation gives -10.94 eV. The value obtained for the gap between HOMO and LUMO is 0.3990 hartree. Its charge is 0.

Here are the natural (NBO) charges for atoms 1 to 6, given in e:
1. Br 0.178
2. S 2.300
3. O -0.651
4. O -0.900
5. O -0.872
6. C -0.634